Entry 1:
The following is a quantum chemistry calculation of a molecular structure, C46H39Cl5GeN4O5Tl at a distorted geometry, from the Open Molecules 2025 dataset.

The calculation puts the HOMO energy (spin up / spin down) at -9.87 / -9.82 eV. As for the net charge: +1. The value obtained for the total energy is -188337.8281 eV. The value obtained for the energy above the lowest of the compared OMol25 structures with the same formula, charge and spin is 323.0 kJ/mol.

```
101
Properties=species:S:1:pos:R:3:forces:R:3:mulliken_charge:R:1
Tl 0.1257 -2.6552 0.5996 0.21 0.08 0.04 0.9373
C 2.7254 -0.5484 -1.6992 -2.36 3.38 -0.88 1.8731
C 3.4667 -1.7108 -1.3435 2.44 -2.99 0.90 -0.6724
C 3.5073 -2.0647 0.2021 0.20 1.48 -0.70 -0.0866
C 3.6874 -0.8595 1.0921 -0.03 -1.28 1.38 -0.2506
C 3.4807 -0.9656 2.4324 -0.06 -2.29 -2.36 -0.9358
C 3.3630 -2.3975 2.9268 0.14 1.27 2.33 0.2129
C 2.8612 -3.4318 1.9388 -1.34 -3.62 1.87 -0.1517
N 3.3235 -3.2666 0.5462 -1.49 0.82 -0.03 -0.5291
N 2.2771 -0.2867 -2.9156 1.66 -0.78 1.39 0.2555
C 1.4260 0.8927 -3.2730 1.55 -1.18 -1.21 -1.2657
C 0.3388 1.1436 -2.3218 -2.60 -0.74 2.56 -0.4364
C -0.3612 2.4448 -2.3615 1.44 1.40 -2.28 0.1269
C -2.1630 2.3419 -1.2682 -0.45 -1.01 2.30 -0.1899
C -2.2849 0.9487 -0.6282 0.90 -1.74 -1.76 -1.1051
C -1.4144 -0.0315 -1.1158 -3.16 -0.65 2.44 -0.9601
N -0.2131 0.1574 -1.7037 3.08 -0.27 -2.13 0.1589
C 2.6664 -1.1418 -4.0683 -1.31 0.52 -0.71 -1.5219
C 1.4842 -1.9405 -4.5970 -0.80 0.74 -0.66 1.3638
C 1.7273 -3.2429 -4.8840 -1.32 -1.24 -0.47 -0.8580
C 0.6651 -3.9967 -5.3997 0.73 -2.35 0.72 -0.4084
C -0.5872 -3.4765 -5.6163 0.79 -1.50 0.26 -0.7377
C -0.7064 -2.1656 -5.3345 -0.27 3.18 -0.37 -0.2324
N 0.2965 -1.3765 -4.9154 0.52 -0.30 0.84 -0.2692
H 2.3993 0.2128 -0.8867 0.37 -1.15 -1.35 -0.3332
H 2.3866 1.8735 0.9113 0.09 0.20 0.25 0.2386
H 4.5725 -1.7362 -1.6179 -1.16 0.67 -0.08 0.3918
H 3.0747 -2.5784 -1.9154 0.09 0.24 0.59 0.1758
H 4.1675 -0.0010 0.6896 -0.38 0.97 -0.58 0.8393
H 3.3146 -0.1662 3.1048 0.52 0.75 0.60 0.5291
H 4.3481 -2.8115 3.3330 -0.92 1.09 -0.80 0.2088
H 3.2322 -4.4256 2.3020 0.64 0.88 -0.44 0.3174
H 0.9092 0.5035 -4.1942 0.32 0.72 0.54 0.4846
H 2.1347 1.7013 -3.5664 -0.79 -0.21 0.52 0.3488
H 0.1667 3.0937 -3.0761 -0.02 0.21 0.25 0.6138
H -3.0083 2.9780 -0.9060 0.33 -0.65 -1.00 0.6880
H -3.2280 0.6578 -0.0868 1.21 0.34 -0.61 0.2434
H -1.6383 -1.1822 -1.0536 0.12 2.52 0.48 0.7736
H 3.4488 -1.8620 -3.8696 0.20 0.32 0.48 0.4511
H 2.9954 -0.5207 -4.9141 0.11 0.27 0.53 0.2889
H 2.6673 -3.6858 -4.6691 0.63 -0.48 0.12 0.4106
H 0.7532 -5.1152 -5.4457 0.29 1.23 -0.35 0.3122
H -1.3802 -4.1478 -5.9002 -0.28 0.28 -0.18 0.4379
H -1.6124 -1.5966 -5.5576 0.04 -0.34 0.22 0.4455
Cl -6.8842 -6.8435 1.3860 0.19 -0.34 -0.34 -0.1189
C -5.4985 -6.0612 0.8051 0.07 1.45 -0.48 0.2447
C -4.4010 -5.8378 1.6847 0.45 -0.05 -0.58 0.5338
Cl -4.1714 -6.8417 3.0166 -0.27 -0.48 0.79 -0.1703
C -3.4676 -4.8835 1.4026 0.90 0.57 0.88 0.0360
Cl -2.1875 -4.5142 2.5749 -0.89 -0.40 -1.02 -0.0696
C -3.5038 -4.0142 0.2278 0.96 1.27 1.10 -0.1603
O -2.6788 -3.0584 0.1638 -1.67 -1.51 -0.76 -0.3443
C -4.5811 -4.2956 -0.6999 -0.62 -2.06 0.68 0.0887
Cl -4.6377 -3.5007 -2.1647 0.16 0.71 -0.60 -0.1342
C -5.5124 -5.3364 -0.4213 0.29 0.92 -0.41 0.2070
Cl -6.7478 -5.6274 -1.6171 0.34 -0.11 0.78 -0.1554
O 2.6117 -2.4019 4.2209 -0.28 -0.50 -0.69 -0.4048
C 1.3407 -1.9487 4.3582 -1.03 0.69 -0.29 0.5244
O 1.4711 -3.6935 2.0753 1.12 1.33 -0.96 -0.8171
C 0.5569 -2.7517 5.4240 2.67 1.08 -1.07 -0.3292
C -0.6513 -2.1686 5.9383 -1.52 1.11 0.74 -0.7229
Ge 0.3824 3.1010 0.6579 -2.01 -1.31 0.15 0.8427
C -0.9737 2.5288 2.0117 0.50 -0.20 1.24 0.1818
C -2.1509 3.3202 2.0361 1.95 -0.32 -0.18 -0.5737
C -3.0044 3.1490 3.0794 -1.52 -0.03 1.47 -0.6978
C -2.8756 2.1595 4.0919 0.89 -0.05 -2.35 -0.6913
C -1.7956 1.2897 4.0208 0.20 1.43 -0.89 -0.1554
C -0.7916 1.5658 3.0564 -0.08 0.02 -0.77 -0.0111
C 1.5412 4.5616 1.2711 -1.55 -0.62 -2.19 0.2646
C 1.9033 4.6428 2.5601 0.70 -0.76 1.89 -0.2479
C 3.1344 5.1755 2.9284 0.19 0.85 -0.37 -0.7127
C 3.9212 5.8140 1.9505 -0.18 0.80 -0.88 -0.3759
C 3.3984 5.9595 0.5979 0.83 -0.80 2.28 -0.7582
C 2.2373 5.2446 0.3069 1.66 1.08 -0.19 -0.4926
C -0.8190 3.1178 -1.0562 0.80 1.67 0.63 1.1951
C -1.7871 2.1367 -2.8070 -1.52 0.84 1.24 -0.0309
C -2.5515 3.0957 -3.6266 0.26 -0.70 -0.58 -1.1811
C -2.5449 4.3956 -3.3803 -0.78 -0.08 -1.71 -0.7030
C -1.8420 5.0353 -2.3272 0.19 3.94 0.80 -0.4474
C -1.1236 4.6702 -1.2838 0.93 -3.14 0.41 -0.7729
H 1.3299 -2.9739 6.1640 -0.31 -0.47 0.29 0.3835
H 0.4194 -3.6093 4.8035 -0.35 -1.43 -0.12 0.2532
H -1.1512 -2.6196 6.7938 0.18 -0.02 -0.27 0.3576
H -1.0505 -1.1935 5.6229 0.48 -0.70 -0.02 0.1095
H -2.2434 4.1492 1.3207 -0.36 -0.42 0.25 0.3599
H -3.8470 3.8210 3.1500 -0.24 0.03 0.03 0.3809
H -3.6697 1.9589 4.7571 -0.69 0.18 0.82 0.4281
H -1.7419 0.4709 4.7122 0.38 -0.16 0.11 0.0621
H 0.1218 0.9623 3.1130 -0.40 0.27 -0.29 0.4434
H 1.2989 4.1347 3.2939 -0.09 -0.05 0.36 0.5122
H 3.3807 5.1139 3.9911 0.39 0.18 -0.46 0.4089
H 4.9153 6.2758 2.2065 -1.23 -0.58 -0.24 0.3305
H 3.9714 6.5160 -0.1558 -0.39 -0.33 0.37 0.3931
H 1.9429 5.2020 -0.7032 -0.50 -0.02 -1.18 0.4038
H -1.9700 1.1701 -3.2683 0.24 -0.34 0.66 0.5555
H -3.1109 2.5450 -4.4037 0.07 1.14 0.15 0.4089
H -3.0618 5.0903 -4.0458 -0.10 -0.37 0.20 0.3831
H -1.9534 6.1497 -2.3752 -0.01 -0.91 -0.02 0.3058
H -0.6969 5.3560 -0.5384 -0.34 -0.03 -0.64 0.4037
O 1.5873 1.7766 0.3924 -0.01 -0.28 -0.48 -0.4497
O 0.8181 -1.0422 3.7328 1.06 -0.80 0.08 -0.4574
```
Positions in Å, forces in eV/Å.

---

Entry 2:
The following is a quantum chemistry calculation of a molecular structure, C46H42BiF4N11S2, from the Open Molecules 2025 dataset.

The calculation puts the HOMO energy at -12.49 eV. As for the net charge: +2. The value obtained for the total energy is -103146.1483 eV. The value obtained for the energy above the lowest of the compared OMol25 structures with the same formula, charge and spin is 0.0 kJ/mol.

```
106
Properties=species:S:1:pos:R:3:forces:R:3:mulliken_charge:R:1
Bi -0.1152 0.1698 -0.6535 -0.12 0.27 -0.12 3.7115
C -0.2720 4.9439 -2.6539 0.03 0.00 -0.01 -1.5732
C -0.5549 3.6418 -1.9115 -0.03 -0.10 0.02 -0.6232
N 0.4532 2.5532 -2.0383 0.08 -0.05 -0.07 1.3374
C 1.7856 3.0496 -1.6199 -0.04 0.05 0.02 -1.1066
C 2.7642 1.9445 -1.2782 0.03 0.00 0.01 -0.9677
C 0.4969 2.0526 -3.4295 -0.06 0.07 0.02 -1.1993
C -0.5550 0.9802 -3.6261 -0.05 -0.05 0.02 -1.1015
N -0.2305 -0.2175 -2.8410 0.01 0.06 -0.07 0.3957
C 0.6377 -1.1307 -3.4532 0.03 0.00 0.02 -0.7226
C 1.7121 -1.7084 -2.7783 0.02 0.07 0.05 0.0760
F 1.9571 -1.3035 -1.4906 0.01 0.00 0.00 -0.0202
C 2.5344 -2.6772 -3.3145 -0.02 -0.01 -0.03 0.1612
F 3.5307 -3.1478 -2.5650 0.01 -0.01 0.00 -0.3143
C 2.3305 -3.1381 -4.5974 0.01 -0.01 0.04 -0.5431
C 1.2634 -2.6040 -5.2907 -0.02 0.02 -0.03 0.4917
F 0.9854 -3.0368 -6.5159 -0.01 -0.02 -0.02 -0.3582
C 0.4312 -1.6446 -4.7392 0.04 -0.03 -0.01 0.2709
F -0.6451 -1.2651 -5.4458 -0.04 0.04 0.01 -0.4718
H -1.0972 5.6312 -2.4652 0.00 -0.01 0.00 0.4997
H 0.6370 5.4273 -2.2983 0.00 -0.01 0.00 0.3183
H -0.1975 4.8257 -3.7334 0.00 -0.03 -0.01 0.3393
H -0.6440 3.8732 -0.8513 0.03 0.00 -0.01 0.1952
H -1.5203 3.2370 -2.2295 0.03 0.02 -0.01 0.2646
H 2.2052 3.6815 -2.4092 0.00 0.01 0.01 0.4204
H 1.6402 3.6882 -0.7467 0.00 -0.02 0.02 0.6245
H 2.9495 1.2670 -2.1135 -0.02 0.00 0.00 0.3188
H 3.7216 2.3828 -0.9951 0.01 -0.02 -0.01 0.5666
H 2.4252 1.3561 -0.4207 0.07 0.00 -0.02 0.1544
H 0.3461 2.8659 -4.1420 0.01 0.06 0.00 0.3285
H 1.4832 1.6346 -3.6351 -0.01 -0.04 0.04 0.5503
H -1.5200 1.3713 -3.2911 0.00 -0.05 -0.04 0.1556
H -0.6771 0.7512 -4.6816 0.07 -0.02 -0.02 0.9171
H 2.9648 -3.8949 -5.0362 0.00 0.01 0.00 0.5455
S -0.7431 -6.5634 -3.3713 -0.01 -0.07 0.01 -0.1583
C -1.0493 -6.4801 -5.0456 0.03 0.00 -0.03 -0.4385
C -1.4926 -5.2485 -5.4228 -0.01 0.01 0.02 -0.7322
C -1.5934 -4.3567 -4.3260 -0.04 -0.02 -0.05 -0.5308
C -1.2253 -4.9314 -3.1377 0.01 0.08 0.06 0.4401
C -1.1808 -4.3043 -1.8152 0.02 0.02 -0.07 0.0920
C -1.1134 -2.9032 -1.7228 -0.02 0.05 0.02 -0.4890
N -1.0152 -2.2283 -0.5921 0.04 -0.06 -0.01 0.3940
C -1.0067 -2.9187 0.5789 0.01 0.06 0.00 -0.4922
C -1.0660 -4.3183 0.5945 -0.01 -0.04 0.00 0.7627
C -1.0377 -5.0207 1.8478 0.00 0.00 -0.04 -1.2534
C -0.9554 -4.3521 3.0131 0.01 0.01 0.03 -1.1783
C -0.9058 -2.9171 3.0327 0.00 -0.03 0.04 0.7520
C -0.8119 -2.1925 4.2301 0.01 -0.07 0.01 -1.1482
C -0.7733 -0.8152 4.2109 0.01 0.09 0.02 0.2512
C -0.8480 -0.2017 2.9444 0.00 -0.04 -0.04 -0.0132
N -0.9171 -0.8494 1.8002 -0.05 0.00 0.07 0.4522
C -0.9410 -2.2015 1.8278 0.02 0.05 -0.10 -0.8276
C -0.6391 0.0142 5.4120 -0.01 -0.02 -0.10 0.3599
C -0.4325 1.3688 5.4816 0.01 0.04 0.04 0.0897
C -0.3236 1.8414 6.8131 0.00 0.00 -0.03 -0.9283
C -0.4486 0.8399 7.7278 0.01 0.01 0.02 -0.3383
S -0.6968 -0.6726 6.9856 -0.02 -0.03 0.06 -0.1752
C -1.1486 -5.0011 -0.6284 0.00 -0.04 0.06 -0.6633
H -0.8820 -7.3456 -5.6671 0.00 0.02 0.01 0.4747
H -1.7421 -4.9898 -6.4409 0.00 0.00 0.01 0.4506
H -1.9515 -3.3403 -4.4251 0.00 -0.02 0.01 0.6471
H -1.1132 -2.3113 -2.6266 -0.08 -0.06 0.06 0.1725
H -1.0795 -6.1023 1.8306 -0.01 0.01 0.00 0.5020
H -0.9281 -4.8838 3.9556 0.00 0.01 0.00 0.4793
H -0.7607 -2.7384 5.1654 0.00 0.01 0.00 0.4831
H -0.8392 0.8759 2.8841 -0.04 0.01 0.00 -0.3535
H -0.3486 2.0209 4.6216 0.01 -0.02 0.01 0.4455
H -0.1601 2.8750 7.0802 0.00 -0.02 -0.01 0.4256
H -0.4111 0.9126 8.8032 0.00 0.00 -0.02 0.4881
H -1.1921 -6.0845 -0.6192 -0.01 0.01 -0.02 0.5375
N 1.2002 2.5392 1.8333 -0.04 0.05 -0.01 0.4351
C -0.0809 2.8876 1.6738 0.01 -0.07 0.03 0.1360
N -0.5402 3.9262 2.3601 -0.03 0.01 -0.06 -0.8587
C -1.8333 4.2103 2.1795 0.00 0.04 0.01 -0.0868
N -2.3429 5.2515 2.8273 0.01 -0.01 -0.01 -0.3014
N -2.6813 3.5053 1.3841 0.04 0.00 0.01 -0.9255
C -2.1177 2.5087 0.7536 -0.05 -0.07 -0.04 0.3492
N -0.8398 2.1418 0.8261 0.02 0.02 0.14 0.5835
C -2.9814 1.7024 -0.1590 0.07 -0.01 0.03 0.0172
C -4.3350 1.9621 -0.2536 -0.02 -0.02 0.00 -0.7566
C -5.1094 1.2016 -1.1172 -0.01 0.02 0.01 -0.7463
C -4.5017 0.2140 -1.8732 0.01 -0.01 -0.01 -1.1403
C -3.1419 0.0144 -1.7333 -0.01 0.01 0.03 -0.3163
N -2.3969 0.7352 -0.8884 0.04 0.00 0.01 0.5435
H 1.7399 3.0439 2.5184 0.02 -0.02 0.01 0.3307
H 1.5383 1.6307 1.5346 -0.02 0.02 0.03 -0.3786
H -1.7517 5.8105 3.4179 0.00 0.00 0.00 0.2710
H -3.3134 5.4855 2.7131 -0.01 0.00 0.00 0.2524
H -4.7532 2.7544 0.3485 0.00 0.00 0.00 0.6090
H -6.1720 1.3863 -1.2015 0.01 0.00 0.00 0.5003
H -5.0622 -0.3944 -2.5686 0.00 0.01 0.01 0.5615
H -2.6113 -0.7183 -2.3239 0.02 -0.04 0.00 0.3132
N 2.3236 -0.3507 1.5581 -0.10 -0.22 -0.07 -0.2654
C 3.2986 0.2145 2.4389 -0.07 0.03 -0.03 0.2030
C 4.5662 0.5342 1.9716 0.01 0.02 0.02 -0.6170
C 5.4706 1.1633 2.8161 0.01 0.00 -0.01 -0.7098
C 5.1153 1.4809 4.1192 0.00 0.00 0.00 -0.5891
C 3.8464 1.1585 4.5804 -0.01 0.00 0.00 -0.6521
C 2.9353 0.5294 3.7439 0.03 -0.01 0.02 0.0654
H 2.7516 -0.9320 0.8449 0.13 0.07 0.01 0.3181
H 1.6770 -0.9415 2.0702 0.01 0.03 0.06 0.1392
H 4.8525 0.2803 0.9568 -0.01 0.00 0.00 0.4477
H 6.4622 1.3991 2.4528 -0.01 0.00 0.00 0.4103
H 5.8256 1.9665 4.7742 0.00 -0.01 -0.01 0.4056
H 3.5632 1.3888 5.5997 0.00 0.00 -0.01 0.4714
H 1.9459 0.2738 4.1121 0.03 0.00 -0.01 0.3592
```
Positions in Å, forces in eV/Å.